No. 1
Computed, not measured: a molecular structure, C15H25CoN5OS3Si, with ωB97M-V with the def2-TZVPD basis set.

XYZ file:
```
51
Properties=species:S:1:pos:R:3:nbo_charge:R:1
Co 0.954 -0.466 0.578 0.94
C 0.226 -5.338 -0.857 -0.76
S 1.232 -5.056 0.611 0.39
C 1.267 -3.333 0.734 -0.08
S 0.493 -2.307 -0.447 -0.07
N 1.933 -2.883 1.763 -0.37
N 1.942 -1.523 1.787 -0.23
C 2.674 -0.899 2.635 0.09
C 2.604 0.562 2.570 0.14
C 3.294 1.419 3.402 -0.20
C 3.124 2.789 3.224 -0.12
C 2.276 3.247 2.234 -0.23
C 1.618 2.321 1.432 0.10
N 1.788 1.019 1.597 -0.47
H 0.144 -6.421 -0.936 0.25
H 0.709 -4.948 -1.748 0.24
H -0.767 -4.913 -0.739 0.23
H 3.293 -1.439 3.341 0.23
H 3.945 1.026 4.170 0.24
H 3.652 3.487 3.859 0.24
H 2.119 4.303 2.072 0.24
H 0.942 2.606 0.636 0.24
S -0.702 -0.612 1.976 0.01
C -2.167 -0.399 1.068 0.36
N -2.179 -0.081 -0.204 -0.58
C -3.423 0.084 -0.951 -0.22
C -4.515 0.583 -0.021 -0.43
C -4.630 -0.353 1.170 -0.22
N -3.302 -0.572 1.746 -0.57
H -1.255 0.122 -0.637 0.48
H -3.707 -0.871 -1.401 0.21
H -3.230 0.788 -1.758 0.23
H -5.467 0.622 -0.548 0.24
H -4.278 1.592 0.319 0.22
H -5.060 -1.310 0.869 0.21
H -5.266 0.075 1.944 0.23
H -3.227 -0.870 2.705 0.42
C -0.588 2.171 -2.960 -1.14
Si 0.797 1.116 -2.283 1.90
C 2.361 2.128 -2.140 -1.15
C 1.106 -0.338 -3.405 -1.16
O 0.309 0.603 -0.794 -1.26
H -0.295 2.655 -3.895 0.25
H -0.869 2.959 -2.257 0.24
H -1.475 1.568 -3.174 0.23
H 2.643 2.539 -3.112 0.25
H 3.199 1.518 -1.792 0.24
H 2.250 2.971 -1.454 0.23
H 1.315 -0.012 -4.426 0.25
H 0.236 -0.999 -3.437 0.24
H 1.959 -0.930 -3.066 0.24
```

Values from the calculation:
M ... 474.62 g/mol
Charge ... +1
HOMO level ... -11.27 eV

No. 2
Computed, not measured: 4 unconnected molecules or ions with the total composition C15H25FIO9P, with ωB97M-V with the def2-TZVPD basis set.

XYZ file:
```
52
Properties=species:S:1:pos:R:3:nbo_charge:R:1
C -0.128 1.065 1.365 -0.64
C 0.030 1.231 -0.273 -0.45
C 1.597 1.487 -0.757 -0.08
F 1.765 2.988 -0.743 -0.42
P 1.953 0.940 -2.556 0.47
C 2.313 -0.931 -2.704 -0.74
C 3.164 -1.576 -1.458 -0.31
C 2.282 -1.924 -0.121 -0.67
I 4.997 -0.389 -0.992 0.06
H -1.239 1.282 1.738 0.23
H 0.669 1.725 1.916 0.22
H 0.075 -0.068 1.670 0.22
H -0.562 2.205 -0.616 0.21
H -0.419 0.310 -0.859 0.22
H 2.385 1.071 0.029 0.23
H 0.700 1.154 -3.276 -0.01
H 2.996 -1.062 -3.674 0.26
H 1.336 -1.573 -2.938 0.26
H 3.592 -2.616 -1.854 0.25
H 1.728 -2.966 -0.285 0.24
H 1.440 -1.151 0.136 0.22
H 3.026 -1.951 0.803 0.23
C 3.492 -7.016 -2.101 -0.10
C 2.534 -6.465 -1.096 -0.10
O 2.429 -5.102 -1.459 -0.49
C 2.766 -5.016 -2.779 0.97
O 2.623 -4.016 -3.463 -0.58
O 3.284 -6.194 -3.234 -0.47
H 3.289 -8.064 -2.339 0.21
H 4.535 -6.919 -1.781 0.19
H 1.543 -6.927 -1.166 0.19
H 2.901 -6.566 -0.071 0.21
C -1.636 5.912 -0.996 -0.10
C -2.126 4.717 -1.748 -0.10
O -3.360 4.422 -1.122 -0.48
C -3.797 5.578 -0.542 0.96
O -4.908 5.731 -0.061 -0.58
O -2.830 6.542 -0.572 -0.48
H -1.045 6.585 -1.624 0.21
H -1.047 5.639 -0.114 0.19
H -2.309 4.935 -2.806 0.18
H -1.440 3.869 -1.673 0.21
C -4.621 0.676 5.180 -0.10
C -4.165 1.764 4.262 -0.10
O -2.782 1.503 4.111 -0.48
C -2.597 0.177 4.380 0.96
O -1.556 -0.426 4.181 -0.58
O -3.728 -0.384 4.897 -0.48
H -5.655 0.375 4.987 0.21
H -4.522 0.951 6.235 0.18
H -4.644 1.710 3.279 0.19
H -4.328 2.760 4.683 0.21
```

Values from the calculation:
M ... 526.23 g/mol
HOMO level ... -8.16 eV
ΔE to the lowest compared entry with this formula, charge and spin ... 343.0 kJ/mol
SMILES ... CC[C@H](F)PC[C@H](C)I.O=C1OCCO1.O=C1OCCO1.O=C1OCCO1

No. 3
Computed, not measured: a molecular structure, C15H25GaN2O2P2, with ωB97M-V with the def2-TZVPD basis set.

XYZ file:
```
47
Properties=species:S:1:pos:R:3:nbo_charge:R:1
Ga -0.015 -0.180 -0.015 1.28
C -1.625 3.048 0.139 -0.94
P -0.824 1.848 -0.944 0.96
C -1.872 1.617 -2.391 -0.95
C 0.755 2.578 -1.506 -0.72
C 1.710 1.514 -2.070 -0.72
P 2.174 0.269 -0.816 0.98
C 3.024 -1.071 -1.666 -0.95
C 3.364 1.063 0.291 -0.96
H -1.752 3.991 -0.397 0.28
H -1.026 3.226 1.032 0.27
H -2.608 2.684 0.436 0.27
H -2.045 2.579 -2.877 0.27
H -2.833 1.205 -2.080 0.27
H -1.404 0.925 -3.089 0.28
H 1.200 3.094 -0.651 0.25
H 0.547 3.345 -2.255 0.28
H 2.617 1.980 -2.460 0.28
H 1.250 0.966 -2.896 0.27
H 3.904 -0.680 -2.181 0.27
H 2.346 -1.522 -2.389 0.29
H 3.344 -1.826 -0.949 0.27
H 4.168 1.504 -0.301 0.28
H 3.805 0.322 0.958 0.27
H 2.899 1.844 0.893 0.26
C -0.388 -0.171 4.748 -0.09
C -1.496 0.005 3.932 -0.20
C -1.311 0.066 2.568 0.08
N -0.095 -0.026 2.002 -0.61
C 0.974 -0.206 2.796 0.07
C 0.868 -0.281 4.167 -0.22
H -0.504 -0.232 5.822 0.26
H -2.494 0.077 4.339 0.26
H -2.155 0.165 1.897 0.22
H 1.935 -0.299 2.307 0.21
H 1.755 -0.430 4.767 0.26
O -0.175 -1.181 -2.172 -0.69
C -0.869 -2.004 -1.546 0.72
C -1.581 -3.239 -2.003 -0.51
C -2.213 -3.773 -0.707 -0.52
C -1.853 -2.762 0.373 0.71
O -2.162 -2.750 1.529 -0.53
N -1.037 -1.779 -0.231 -0.84
H -0.868 -3.921 -2.467 0.27
H -2.310 -2.973 -2.770 0.27
H -1.826 -4.748 -0.410 0.27
H -3.297 -3.861 -0.755 0.27
```

Values from the calculation:
M ... 397.05 g/mol
Charge ... +2
HOMO level ... -15.65 eV
ΔE to the lowest compared entry with this formula, charge and spin ... 0.0 kJ/mol

No. 4
Computed, not measured: a molecular structure, C15H25INO5P2Ru, with ωB97M-V with the def2-TZVPD basis set.

XYZ file:
```
50
Properties=species:S:1:pos:R:3:nbo_charge:R:1
C 1.142 0.108 -4.319 -0.80
I 3.164 0.242 -4.206 0.21
H 0.857 -0.809 -4.811 0.24
H 0.624 1.025 -4.629 0.24
H 0.907 -0.068 -3.248 0.16
Ru -0.732 -0.189 -1.098 0.63
P 0.141 1.914 -1.470 1.04
C -1.184 2.838 -0.595 -0.94
C 1.639 2.231 -0.455 -0.94
H 1.835 3.311 -0.374 0.28
H 0.609 4.076 -2.505 0.28
H 2.496 1.743 -0.938 0.27
H 1.329 2.755 -3.459 0.27
H -1.251 2.497 0.447 0.25
H 1.491 1.797 0.542 0.27
C 0.448 3.058 -2.890 -0.91
H -0.975 3.914 -0.630 0.28
H -0.427 3.067 -3.546 0.26
H -2.129 2.624 -1.114 0.25
P 0.159 -2.280 -1.669 1.01
C -1.281 -3.324 -1.222 -0.93
C 0.749 -3.043 -3.230 -0.93
H 2.375 -2.225 -0.704 0.26
H 1.742 -3.897 -0.680 0.28
H 1.169 -2.693 0.517 0.26
C 1.485 -2.840 -0.522 -0.93
H 1.734 -2.645 -3.506 0.27
H 0.829 -4.137 -3.131 0.28
H -1.120 -4.366 -1.523 0.28
H -2.152 -2.918 -1.748 0.25
H 0.041 -2.824 -4.038 0.26
H -1.466 -3.263 -0.145 0.27
C -2.379 -0.080 -1.966 0.59
O -3.397 0.021 -2.539 -0.31
O -2.089 -0.918 0.947 -0.54
C -0.995 -0.541 1.429 0.78
O 0.097 -0.422 0.696 -0.64
C -0.786 -0.113 2.826 -0.23
C -1.593 0.893 3.374 -0.14
C -1.345 1.287 4.676 -0.25
C -0.333 0.644 5.409 0.19
C 0.473 -0.376 4.847 -0.25
C 0.265 -0.729 3.524 -0.14
N -0.092 1.053 6.744 0.19
O -0.768 2.007 7.197 -0.11
O 0.794 0.450 7.392 -0.11
H -2.337 1.366 2.738 0.23
H -1.928 2.079 5.132 0.27
H 1.244 -0.853 5.457 0.27
H 0.921 -1.448 3.016 0.23
```

Values from the calculation:
Expectation value of S² ... 8.7828
M ... 589.29 g/mol
Charge ... +2
HOMO level (spin up / spin down) ... -12.77 / -15.00 eV
Spin multiplicity ... 6
ΔE to the lowest compared entry with this formula, charge and spin ... 43.3 kJ/mol

| no. | energy (Eh) |
| --- | --- |
| 1 | -3802.340929 |
| 2 | -2002.516758 |
| 3 | -3453.664657 |
| 4 | -2091.959052 |